170
Properties=species:S:1:pos:R:3:forces:R:3:mulliken_charge:R:1 method="wB97M-V/def2-TZVPD" spin_multiplicity=1 gap_ev=9.52 charge=+3
C -3.212 3.663 -3.578 -0.516 1.793 -0.118 -1.161
C -2.655 2.764 -4.609 -0.145 -1.430 -0.565 0.109
C -1.230 2.320 -4.357 1.365 -0.558 -1.652 0.633
O -0.417 3.422 -4.643 -1.680 0.512 -0.286 -0.452
C 0.968 3.309 -4.528 -0.121 0.352 2.425 -0.310
N -3.442 1.450 -4.600 -0.106 0.250 -0.554 -0.114
H -3.058 0.834 -3.833 -0.345 0.026 -0.533 0.087
H -4.417 1.597 -4.346 -0.071 0.213 0.291 0.367
H -3.466 1.021 -5.529 0.475 -0.190 0.331 0.425
H -4.239 4.020 -3.783 0.473 -0.114 -0.368 0.540
H -2.531 4.531 -3.630 -0.439 -0.130 0.539 0.511
H -3.287 3.260 -2.581 0.402 -0.317 0.120 0.034
H -2.685 3.195 -5.625 -0.239 -0.167 0.462 0.356
H -0.969 1.465 -5.068 -0.337 0.718 0.742 0.286
H -1.087 1.943 -3.351 0.008 -0.047 0.521 -0.635
H 1.177 2.818 -3.557 0.276 0.193 -0.320 -0.056
H 1.312 4.351 -4.442 0.306 -0.622 -0.402 0.272
H 1.397 2.716 -5.290 0.571 -0.377 -1.153 0.320
C -2.019 1.180 4.780 -0.764 -1.022 0.906 -0.837
C -0.712 1.423 5.593 -1.253 0.112 0.577 0.299
C 0.002 2.806 5.340 -0.818 -1.413 0.226 -0.334
O 0.631 3.109 6.544 0.240 -0.482 0.625 -0.415
C 1.060 4.419 6.761 0.398 1.147 -0.272 -0.813
N -1.108 1.478 7.144 -0.565 0.031 -1.106 -0.334
H -1.622 2.376 7.186 0.052 -0.751 0.625 0.335
H -1.680 0.655 7.448 0.467 1.031 -0.459 0.323
H -0.262 1.566 7.719 -0.224 0.097 -0.264 0.380
H -2.094 0.140 4.379 0.346 0.792 0.444 0.230
H -2.220 1.840 3.962 0.627 0.508 -0.476 -0.148
H -2.936 1.337 5.403 0.747 -0.151 -0.133 0.415
H -0.135 0.505 5.571 0.671 0.347 -0.398 0.314
H -0.751 3.554 5.064 0.185 -0.111 -0.087 0.365
H 0.735 2.637 4.560 0.059 0.198 -0.488 0.256
H 1.664 4.389 7.647 0.084 0.070 0.601 0.315
H 0.246 5.150 6.883 -0.022 -0.365 -0.026 0.309
H 1.728 4.807 5.987 -0.133 -0.237 -0.318 0.301
C -6.342 -3.132 -5.135 -1.547 0.800 -0.163 -1.359
C -6.210 -3.558 -3.697 -0.295 0.758 1.366 0.226
C -4.833 -3.852 -3.235 1.300 0.062 -0.242 -0.362
O -4.808 -3.858 -1.825 -0.046 -0.492 0.190 -0.431
C -3.556 -4.249 -1.232 0.535 -0.354 -0.987 -0.493
N -6.633 -2.323 -2.841 0.305 -0.989 0.720 -0.214
H -6.177 -2.365 -1.881 -0.835 -0.371 -0.812 0.363
H -6.346 -1.418 -3.183 0.424 0.273 -0.595 0.181
H -7.639 -2.347 -2.887 -0.520 0.319 0.837 0.382
H -7.384 -3.253 -5.509 0.742 -0.128 0.169 0.349
H -5.658 -3.560 -5.828 0.489 -0.849 -0.318 0.384
H -6.145 -2.055 -5.203 0.071 -0.106 0.031 0.362
H -6.837 -4.390 -3.318 -0.119 0.632 -0.559 0.458
H -4.191 -3.037 -3.583 0.465 -0.150 -0.208 0.036
H -4.550 -4.798 -3.728 0.295 0.165 0.436 0.486
H -3.391 -5.342 -1.363 -0.173 0.632 0.040 0.308
H -3.563 -4.015 -0.176 -0.330 0.127 0.069 0.307
H -2.706 -3.714 -1.709 -0.550 -0.211 0.195 0.052
C -1.351 3.163 -0.600 -0.080 0.788 -1.680 -0.486
C -0.852 2.038 0.191 0.813 -3.033 -0.886 0.013
C -0.444 0.805 -0.699 -0.202 0.522 1.051 -0.681
O 0.211 -0.070 0.195 -0.152 -0.260 -0.010 -0.122
C 0.577 -1.250 -0.461 -0.233 -1.188 1.124 -0.690
N 0.339 2.390 0.991 0.045 1.226 -0.057 0.649
H 1.127 2.667 0.384 -0.166 0.436 0.162 0.280
H -0.065 3.141 1.564 0.882 0.261 0.255 0.609
H 0.708 1.652 1.581 -0.335 -0.742 0.238 0.085
H -2.232 2.896 -1.180 0.203 -0.484 0.258 -0.662
H -0.614 3.564 -1.313 -0.110 -0.171 0.325 0.145
H -1.696 3.944 0.017 -0.250 1.167 0.920 0.611
H -1.554 1.727 0.956 -0.468 -0.301 -0.241 0.080
H 0.283 1.019 -1.509 -0.472 0.528 0.113 0.381
H -1.352 0.347 -1.108 0.319 0.137 0.010 0.119
H 1.059 -1.938 0.254 -0.124 0.431 0.138 0.197
H 1.305 -1.073 -1.224 0.219 0.187 -0.894 0.210
H -0.307 -1.808 -0.820 0.257 0.382 -0.315 0.214
C 3.184 -4.601 4.762 -1.043 0.353 -0.130 -1.104
C 4.480 -3.973 4.388 2.129 1.120 0.340 0.328
C 5.481 -4.956 3.809 0.336 -0.728 -1.880 -0.729
O 6.691 -4.388 3.205 -1.455 -0.715 0.213 -0.346
C 7.584 -5.375 2.554 -0.714 1.285 0.428 -0.725
N 4.330 -2.750 3.512 0.190 -0.840 0.370 0.005
H 3.522 -2.093 3.808 0.606 0.413 -0.298 0.316
H 5.268 -2.318 3.438 -0.820 0.043 -0.122 0.122
H 3.999 -2.981 2.582 0.231 -0.191 -0.393 0.290
H 2.884 -5.460 4.160 0.134 0.095 -0.089 0.370
H 2.441 -3.811 4.660 -0.464 -0.165 -0.017 0.245
H 3.146 -4.870 5.805 0.221 -0.283 0.270 0.349
H 4.949 -3.536 5.282 -0.204 -0.128 -0.109 0.311
H 4.923 -5.594 3.057 0.670 0.565 0.447 0.334
H 5.745 -5.603 4.627 0.251 -0.474 0.353 0.439
H 7.644 -5.167 1.475 -0.275 -0.085 0.325 0.189
H 7.278 -6.404 2.735 -0.007 0.091 0.100 0.390
H 8.542 -5.145 2.992 0.398 -0.395 0.040 0.284
C 5.626 0.474 -1.968 0.338 -1.143 -0.305 -1.551
C 5.504 0.909 -0.575 -1.875 0.787 1.702 0.824
C 6.489 0.327 0.373 1.157 -0.088 0.916 -0.977
O 6.034 0.210 1.744 0.525 0.151 -1.544 -0.161
C 7.083 -0.225 2.621 -0.151 -0.536 -0.681 -0.923
N 5.627 2.379 -0.436 1.186 -0.434 0.018 -0.068
H 4.889 2.935 -0.918 0.368 0.540 -0.371 0.125
H 5.463 2.526 0.554 0.247 0.749 0.268 0.362
H 6.609 2.595 -0.725 -1.180 0.473 0.382 0.438
H 4.967 0.993 -2.673 0.271 -0.107 0.189 0.514
H 5.285 -0.553 -1.827 0.129 -0.252 -1.064 0.324
H 6.684 0.470 -2.259 -0.280 0.052 -0.416 0.329
H 4.520 0.632 -0.170 -0.023 0.392 -0.250 -0.032
H 7.401 0.946 0.287 0.069 -0.086 0.516 0.331
H 6.797 -0.614 -0.017 0.180 -1.239 -0.082 0.499
H 7.931 0.445 2.574 0.129 0.420 0.243 0.381
H 7.509 -1.231 2.361 -0.698 0.534 0.118 0.317
H 6.611 -0.224 3.598 0.320 -0.046 0.216 0.260
C 3.158 -7.183 -2.940 0.322 1.027 -0.853 -1.463
C 2.577 -5.828 -2.560 -0.747 -0.813 0.579 0.120
C 3.656 -5.139 -1.789 -0.622 1.499 2.319 -0.395
O 4.711 -4.997 -2.654 2.205 0.545 0.028 -0.400
C 5.879 -4.491 -1.956 -0.136 -0.769 -0.644 -0.755
N 2.315 -4.895 -3.689 -0.743 0.813 -1.329 -0.090
H 1.861 -3.988 -3.298 0.580 -0.846 -0.914 0.033
H 3.169 -4.664 -4.252 -0.532 -0.025 0.979 0.425
H 1.652 -5.250 -4.402 0.070 0.029 0.667 0.455
H 2.586 -7.667 -3.692 -0.328 -0.395 -0.889 0.418
H 3.231 -7.872 -2.138 -0.278 -0.327 1.167 0.434
H 4.181 -6.978 -3.233 0.051 -0.454 -0.608 0.342
H 1.595 -5.990 -2.059 0.802 0.558 -0.013 0.362
H 3.868 -5.681 -0.846 0.256 -0.293 -0.502 0.357
H 3.449 -4.103 -1.423 -0.756 -0.476 -0.186 0.327
H 6.661 -4.306 -2.689 -0.225 0.165 -0.114 0.347
H 6.253 -5.288 -1.310 -0.075 0.111 0.257 0.323
H 5.663 -3.586 -1.380 -0.147 -0.054 -0.104 0.220
C -7.974 5.349 3.113 -0.613 -0.526 0.041 -1.501
C -6.666 5.346 2.321 -1.388 -1.195 0.574 0.442
C -6.872 6.207 1.110 -0.507 -0.127 0.843 -0.956
O -5.786 6.192 0.275 1.055 -0.451 -1.108 -0.349
C -5.744 5.128 -0.718 -0.363 -0.178 0.700 -0.536
N -5.526 5.909 3.024 2.653 -0.047 1.367 -0.134
H -5.686 6.850 3.419 -0.266 -0.436 -0.321 0.413
H -5.179 5.297 3.817 -0.224 0.638 -1.101 0.345
H -4.687 5.969 2.359 -1.148 -0.338 0.877 0.368
H -8.703 5.056 2.363 -0.325 -0.138 0.019 0.403
H -8.318 6.320 3.440 0.254 0.542 0.122 0.384
H -8.161 4.651 3.950 0.837 0.216 -0.367 0.371
H -6.464 4.290 2.055 0.436 0.637 0.091 0.119
H -7.023 7.210 1.535 0.006 0.194 -0.644 0.454
H -7.808 5.863 0.699 -0.333 0.138 -0.857 0.467
H -5.718 4.080 -0.302 0.187 1.074 0.022 0.233
H -4.831 5.306 -1.305 -0.541 -0.052 0.153 0.122
H -6.670 5.199 -1.304 0.371 0.058 -0.247 0.399
N -2.624 4.174 3.151 -1.312 0.051 0.406 0.950
O -2.912 4.328 4.359 0.598 0.051 -0.108 -0.707
O -1.430 3.941 2.818 -1.579 0.213 -0.356 -0.625
O -3.626 4.239 2.349 2.362 -0.338 -0.230 -0.780
N 2.879 3.550 -0.867 0.803 0.143 -1.703 1.199
O 3.826 4.174 -1.452 -0.553 -1.016 1.202 -0.791
O 1.738 3.669 -1.314 -0.040 -0.130 0.957 -0.625
O 3.148 2.726 0.066 -0.814 0.813 -0.281 -0.862
N 1.330 -0.942 3.526 0.657 1.715 -1.024 0.898
O 0.567 -0.031 3.015 1.895 -2.384 1.612 -0.563
O 2.613 -0.968 3.151 -2.879 0.185 0.695 -0.790
O 0.946 -1.761 4.372 0.121 0.917 -0.938 -0.662
B -4.103 0.353 -1.490 0.286 0.399 -0.259 0.186
F -2.995 0.237 -2.369 1.244 -0.847 -0.168 -0.328
F -4.617 -0.885 -1.181 -0.386 -0.629 -0.041 -0.252
F -3.710 1.044 -0.381 -0.124 0.255 0.449 -0.006
F -4.977 1.074 -2.310 -1.482 0.516 -0.102 -0.481
N 0.810 -2.288 -3.507 -1.738 -1.056 -1.475 -0.415
S -0.637 -2.847 -4.221 0.951 -0.611 3.268 1.030
O -1.745 -1.956 -4.121 0.176 0.163 0.160 -0.487
O -0.869 -4.243 -3.858 0.778 1.745 -0.095 -0.689
F -0.251 -2.871 -5.668 0.448 -0.193 -2.705 -0.245
S 1.756 -1.311 -4.389 -2.922 -2.293 -0.615 0.890
O 2.752 -0.889 -3.528 2.909 0.723 1.576 -0.322
O 1.071 -0.369 -5.189 -0.103 0.037 -0.798 -0.519
F 2.435 -2.436 -5.408 -0.311 1.226 0.734 -0.325